1.
The following is a DFT calculation (wB97M-V/def2-TZVPD) of C11H24O15V3 as an isolated structure.

net charge = -1
total energy = -4394.24785 Ha
strongest force on any atom = 0.103 Eh/bohr
LUMO = -1.0 eV
frontier orbital gap = 0.185 Eh
E_HOMO = -5.99 eV

Last column: Löwdin charge in e.
CARTESIAN COORDINATES (ANGSTROEM)
O  0.181  1.101  -1.444  -0.298
V  0.310  -0.317  -0.707  0.934
O  -0.776  -0.515  0.401  -0.360
O  2.153  0.115  4.281  -0.343
V  1.556  -0.032  2.836  1.031
O  0.152  0.709  2.813  -0.307
O  -1.659  -3.301  0.700  -0.314
V  -0.090  -3.640  0.692  1.077
O  0.162  -4.967  -0.131  -0.279
C  3.035  0.928  0.756  -0.780
O  3.274  1.291  1.999  -0.068
O  1.853  0.306  0.656  -0.227
O  3.893  0.977  -0.119  0.065
C  2.146  -2.321  -1.223  -0.847
O  3.217  -2.726  -0.770  0.026
O  0.901  -2.481  -0.709  -0.269
O  2.131  -1.379  -2.106  -0.057
C  4.098  5.694  -1.904  -0.068
C  3.382  4.422  -1.430  -0.508
C  1.970  4.345  -2.020  -0.062
O  4.158  3.299  -1.796  -0.048
H  3.412  6.539  -1.923  0.063
H  4.467  5.467  -2.907  0.077
H  4.942  5.909  -1.250  0.069
H  3.256  4.486  -0.339  0.136
H  1.336  3.601  -1.530  0.058
H  2.000  4.056  -3.073  0.081
H  1.464  5.306  -1.884  0.066
H  4.068  2.652  -1.074  0.051
C  -2.753  -1.447  3.356  -0.038
C  -2.287  -2.258  4.562  -0.458
C  -3.340  -3.096  5.221  -0.066
O  -1.184  -3.172  4.229  -0.075
H  -3.374  -2.097  2.735  0.082
H  -1.909  -1.195  2.712  0.043
H  -3.311  -0.607  3.757  0.091
H  -1.824  -1.589  5.296  0.135
H  -3.891  -3.758  4.555  0.083
H  -4.048  -2.426  5.720  0.084
H  -2.895  -3.694  6.018  0.080
H  -0.705  -2.761  3.509  0.026
C  -2.736  0.370  -3.035  -0.046
C  -2.400  -1.059  -2.649  -0.454
C  -2.739  -1.991  -3.793  -0.058
O  -1.006  -1.173  -2.382  -0.102
H  -2.863  0.994  -2.152  0.083
H  -3.721  0.377  -3.516  0.077
H  -2.023  0.767  -3.753  0.093
H  -3.004  -1.349  -1.789  0.145
H  -3.801  -1.961  -4.029  0.082
H  -2.451  -3.022  -3.563  0.087
H  -2.168  -1.756  -4.699  0.092
H  -0.559  -1.622  -3.107  0.114

Force components x, y, z for each atom (eV/Å):
O -0.45 -1.38 1.06
V 3.34 1.54 -2.91
O -1.19 -0.13 1.05
O -0.11 -0.87 0.38
V 0.99 4.44 -2.72
O 1.00 -0.97 0.69
O 2.09 -0.81 0.14
V 0.00 0.73 -4.22
O -0.73 0.60 1.50
C 2.43 -0.52 0.31
O -2.37 -1.25 0.58
O -1.65 -1.84 0.24
O -1.36 0.61 0.09
C 3.81 3.18 -1.30
O -1.66 -1.83 0.80
O -2.70 -1.19 3.37
O -2.12 -0.31 0.48
C -0.05 -0.76 0.04
C -0.53 0.44 -0.01
C -0.20 -0.16 0.13
O -0.05 0.26 0.58
H 0.07 0.10 -0.03
H 0.03 0.30 -0.05
H 0.07 0.07 -0.10
H 0.20 -0.14 -0.03
H 0.27 -0.12 0.08
H 0.09 0.26 -0.04
H 0.01 0.00 -0.22
H 0.15 -0.40 -0.41
C 0.07 -1.39 0.35
C 1.28 -0.16 -0.25
C -0.33 0.19 0.78
O -0.51 -0.15 -0.23
H -0.26 0.22 0.03
H -0.05 0.70 0.17
H 0.03 0.32 -0.49
H -0.35 0.14 0.07
H 0.14 0.08 -0.23
H -0.12 -0.07 -0.14
H 0.06 -0.07 -0.09
H 0.04 0.33 -0.05
C -0.91 0.00 0.17
C -0.36 0.34 -1.03
C 0.35 -0.73 -0.25
O 0.37 -0.25 0.93
H 0.54 0.22 -0.07
H 0.06 -0.06 -0.04
H 0.18 0.13 0.20
H 0.45 -0.07 0.33
H -0.01 -0.01 -0.01
H -0.23 0.02 0.20
H -0.14 0.36 0.03
H 0.28 0.06 0.15

2.
The following is a DFT calculation (wB97M-V/def2-TZVPD) of C11H25AsMnN10O2S4Se as an isolated structure.

net charge = -2
total energy = -8513.36105 Ha
strongest force on any atom = 0.035 Eh/bohr
LUMO (spin up / spin down) = 3.9 / 3.8 eV
frontier orbital gap (spin up / spin down) = 0.200 / 0.195 Eh
2S+1 = 6
E_HOMO (spin up / spin down) = -1.55 / -1.55 eV

Last column: Mulliken spin population.
CARTESIAN COORDINATES (ANGSTROEM)
Mn  1.361  -1.193  -0.254  4.140
C  1.856  -2.044  4.347  0.001
N  0.519  -1.655  3.908  0.006
C  -0.034  -0.566  4.719  0.000
C  0.358  -1.574  2.545  -0.015
N  1.281  -1.822  1.689  -0.039
N  -0.948  -1.323  2.173  -0.001
C  -1.415  -1.042  0.922  0.011
N  -2.781  -0.937  0.865  0.006
N  -0.643  -0.902  -0.087  -0.039
H  1.813  -2.216  5.426  0.000
H  2.604  -1.259  4.171  0.000
H  2.155  -2.959  3.845  0.000
H  -0.141  -0.947  5.731  0.000
H  -1.010  -0.237  4.347  0.000
H  0.640  0.302  4.691  0.001
H  2.189  -1.818  2.119  0.003
H  -1.628  -1.631  2.846  0.000
H  -3.215  -0.696  1.733  0.000
H  -3.175  -0.444  0.061  0.007
H  -1.139  -0.574  -0.898  -0.021
S  5.043  -0.524  3.071  0.002
As  3.888  0.437  1.590  0.016
S  3.598  -1.182  -0.077  -0.195
S  2.016  1.139  2.495  0.008
S  4.855  2.041  0.608  0.010
N  1.441  1.198  -0.547  0.081
C  0.588  1.450  -1.690  -0.036
C  0.666  2.847  -2.305  0.005
C  -0.407  3.244  -3.331  0.021
C  -1.845  2.938  -2.918  0.001
N  -2.273  1.610  -3.359  0.108
C  -2.467  0.578  -2.420  0.989
N  -3.531  0.681  -1.477  -0.176
N  -2.332  -0.707  -2.979  0.134
C  0.770  0.272  -2.689  -0.051
O  0.395  0.394  -3.855  0.004
O  1.220  -0.784  -2.197  -0.005
H  1.125  1.592  0.334  -0.002
H  2.415  1.474  -0.687  0.003
H  -0.444  1.318  -1.332  -0.003
H  1.661  3.003  -2.751  0.000
H  0.590  3.534  -1.454  0.001
H  -0.213  2.795  -4.302  -0.008
H  -0.317  4.330  -3.440  -0.002
H  -2.544  3.654  -3.359  0.002
H  -1.933  3.017  -1.818  0.008
H  -1.624  1.271  -4.060  0.007
H  -3.495  1.612  -1.083  -0.008
H  -4.441  0.606  -1.959  -0.008
H  -1.455  -0.791  -3.496  0.003
H  -2.423  -1.463  -2.317  -0.021
Se  0.109  -3.965  -0.577  0.038
C  1.080  -5.537  -0.339  0.003
N  1.638  -6.544  -0.178  0.010

Force components x, y, z for each atom (eV/Å):
Mn 0.48 0.35 0.01
C 0.08 0.24 0.40
N -0.08 0.21 -0.28
C -0.04 0.06 -0.12
C 0.72 -0.38 -0.02
N -0.75 0.39 -0.05
N -0.20 -0.13 0.07
C -0.29 -0.03 0.07
N 0.12 -0.03 -0.01
N -0.08 0.03 0.28
H -0.05 -0.13 -0.08
H -0.08 -0.08 -0.15
H 0.06 -0.11 0.02
H -0.07 0.10 0.16
H 0.21 -0.13 0.12
H -0.04 -0.15 0.07
H 0.50 -0.13 0.05
H -0.02 0.00 -0.01
H -0.21 0.07 0.26
H 0.14 -0.03 -0.13
H -0.13 0.06 -0.40
S 0.07 -0.37 0.12
As 0.10 0.50 0.38
S -0.05 0.12 0.19
S 0.05 -0.05 -0.03
S -0.09 0.06 -0.36
N -0.11 -0.11 -0.23
C -0.11 -0.47 -0.25
C 0.31 -0.02 0.00
C 0.12 0.37 0.36
C -0.14 -0.16 0.29
N -0.15 -0.48 0.07
C 0.28 -0.28 -0.20
N -0.34 0.22 -0.26
N 0.05 0.34 -0.13
C -0.39 1.32 0.24
O -0.28 0.22 -0.77
O 0.46 -1.68 0.47
H 0.13 0.15 0.06
H -0.06 0.03 0.07
H 0.09 0.05 -0.06
H -0.21 -0.05 0.14
H 0.07 0.07 -0.09
H 0.07 -0.05 -0.05
H -0.03 0.02 -0.16
H 0.16 0.19 0.09
H -0.05 0.00 -0.31
H 0.07 -0.01 -0.01
H -0.11 0.04 0.13
H 0.10 -0.02 0.05
H -0.09 -0.09 0.06
H -0.03 -0.05 0.05
Se 0.23 -0.55 -0.06
C -0.22 0.26 -0.03
N -0.16 0.31 -0.06

3.
The following is a DFT calculation (wB97M-V/def2-TZVPD) of C11H25BBrFN3O7PS as an isolated structure.

total energy = -4563.33942 Ha
strongest force on any atom = 0.027 Eh/bohr
LUMO = -1.4 eV
frontier orbital gap = 0.292 Eh
E_HOMO = -9.38 eV

Last column: Löwdin charge in e.
CARTESIAN COORDINATES (ANGSTROEM)
N  2.867  4.855  1.172  0.120
B  3.384  3.653  1.830  -0.532
O  4.628  3.750  2.472  0.127
C  2.644  2.241  1.850  -0.007
C  1.740  1.792  0.762  -0.279
P  1.421  2.930  -0.664  0.730
O  2.675  3.482  -1.256  -0.447
C  1.131  0.559  0.780  -0.563
Br  -0.035  -0.106  -0.595  0.857
C  1.361  -0.340  1.896  -0.386
N  0.860  -1.565  2.079  -0.217
S  1.440  -2.061  3.515  1.031
N  2.370  -0.807  3.972  -0.194
C  2.233  0.084  2.986  -0.273
C  2.845  1.399  2.913  -0.172
F  3.622  1.722  3.960  0.099
H  3.277  5.637  1.694  0.082
H  3.339  4.916  0.263  0.070
H  5.080  2.916  2.268  0.105
H  0.711  2.257  -1.687  -0.015
H  0.556  3.954  -0.198  0.029
C  -3.442  0.734  0.705  -0.158
O  -2.505  1.810  0.731  -0.169
H  -3.641  0.469  -0.331  0.072
H  -3.027  -0.132  1.225  0.077
H  -4.374  1.044  1.183  0.089
H  -2.348  2.024  1.655  0.084
C  -3.228  3.311  -2.694  -0.151
O  -3.960  2.515  -1.773  -0.135
H  -3.932  3.800  -3.364  0.076
H  -2.653  4.073  -2.160  0.076
H  -2.551  2.684  -3.281  0.073
H  -3.318  2.093  -1.191  0.014
C  -0.190  -1.693  -4.391  -0.142
O  -0.832  -1.096  -3.264  -0.226
H  0.876  -1.763  -4.189  0.083
H  -0.590  -2.694  -4.558  0.065
H  -0.349  -1.077  -5.280  0.081
H  -1.772  -1.044  -3.462  0.074
C  -1.880  -4.431  4.670  -0.160
O  -1.532  -4.307  3.296  -0.135
H  -2.631  -5.212  4.765  0.078
H  -1.000  -4.706  5.259  0.075
H  -2.293  -3.490  5.041  0.076
H  -0.869  -3.614  3.229  0.009
C  0.688  -4.998  -3.283  -0.158
O  0.791  -4.844  -4.696  -0.138
H  1.100  -4.110  -2.808  0.075
H  -0.360  -5.106  -2.991  0.080
H  1.253  -5.874  -2.957  0.076
H  0.422  -5.636  -5.097  0.075

Force components x, y, z for each atom (eV/Å):
N 0.48 0.04 0.75
B 0.86 0.55 -0.04
O -0.76 -0.49 -1.05
C -0.23 -0.48 -0.29
C -0.61 -0.36 0.14
P 0.95 0.74 -0.61
O 0.00 -0.25 0.28
C -0.12 -0.11 0.12
Br 0.66 0.06 0.54
C 0.55 0.48 0.29
N 0.49 0.51 0.79
S 0.26 0.15 -0.23
N -0.76 -0.08 -0.90
C -0.24 0.48 -0.58
C -0.28 -0.48 -0.29
F -0.25 -0.08 -0.36
H -0.22 -0.07 -0.13
H -0.60 -0.20 -0.07
H 0.11 0.16 0.79
H -0.14 -0.08 0.75
H -0.04 -0.56 0.12
C 0.13 0.00 0.51
O 0.03 -0.04 -0.09
H 0.01 -0.06 0.05
H -0.12 -0.11 -0.09
H -0.09 -0.15 -0.10
H 0.04 0.13 -0.09
C 0.06 -0.22 0.28
O -0.03 -0.07 -0.22
H -0.03 -0.04 0.04
H 0.05 0.07 -0.15
H 0.06 0.15 -0.11
H -0.05 0.36 0.03
C -0.37 0.04 0.02
O -0.05 0.07 0.04
H -0.05 0.03 0.08
H 0.18 -0.03 -0.15
H 0.13 -0.08 -0.08
H 0.04 0.01 0.04
C 0.23 0.22 -0.17
O -0.06 -0.09 0.04
H 0.02 0.01 -0.08
H -0.11 -0.03 0.15
H -0.04 -0.08 0.16
H -0.10 -0.02 -0.15
C -0.08 -0.20 -0.24
O 0.02 0.04 0.04
H -0.01 0.01 -0.08
H 0.05 0.02 0.18
H -0.02 0.05 0.17
H 0.05 0.06 -0.06

4.
The following is a DFT calculation (wB97M-V/def2-TZVPD) of C11H25BF4NO2P2Ru as an isolated structure.

total energy = -1841.24763 Ha
strongest force on any atom = 0.065 Eh/bohr
LUMO (spin up / spin down) = 0.2 / -2.3 eV
frontier orbital gap (spin up / spin down) = 0.184 / 0.231 Eh
2S+1 = 6
E_HOMO (spin up / spin down) = -4.80 / -8.57 eV

Last column: Mulliken spin population.
CARTESIAN COORDINATES (ANGSTROEM)
C  -0.741  0.763  -3.548  0.392
C  -0.824  0.335  -2.193  -0.133
N  0.171  0.740  -1.309  0.358
C  0.869  1.866  -1.529  0.437
C  0.812  2.449  -2.790  0.039
C  0.049  1.881  -3.817  0.393
C  -1.825  -0.518  -1.672  0.593
P  -2.000  -0.637  0.120  -0.076
Ru  0.152  -0.180  0.564  2.702
P  1.865  1.182  0.931  -0.085
C  1.689  2.414  -0.379  -0.020
O  -0.639  -3.175  -2.324  0.021
O  0.504  -3.224  -0.067  0.002
H  -1.411  0.304  -4.272  0.014
H  1.434  3.335  -2.923  -0.006
H  0.045  2.325  -4.812  0.051
C  -3.461  0.379  0.255  0.049
C  -2.522  -2.305  0.641  0.075
H  2.669  2.687  -0.778  0.005
H  1.199  3.311  0.024  0.030
H  -1.089  -2.341  -2.123  0.016
H  -2.566  -0.953  -2.388  -0.029
C  2.140  2.142  2.451  0.047
C  3.462  0.386  0.549  0.026
H  0.633  -1.863  0.339  -0.088
H  0.609  -3.956  0.551  0.002
H  0.083  -3.374  -0.911  -0.002
H  0.094  -3.047  -2.946  -0.003
H  -1.102  0.719  1.078  0.073
H  1.406  -1.197  0.838  0.100
H  -4.272  0.013  -0.382  0.001
H  -3.728  0.341  1.308  0.003
H  -3.176  1.391  -0.038  0.006
H  -3.422  -2.650  0.102  0.009
H  -1.733  -3.065  0.521  -0.010
H  -2.749  -2.189  1.713  0.001
H  4.234  1.168  0.487  0.002
H  3.653  -0.333  1.360  -0.001
H  3.339  -0.152  -0.404  -0.006
H  3.084  2.715  2.343  0.004
H  1.271  2.807  2.598  -0.001
H  2.175  1.414  3.285  -0.002
F  -0.169  -1.246  2.751  0.016
B  -0.079  -0.373  3.952  -0.015
F  1.279  -0.296  4.314  -0.001
F  -0.533  0.916  3.569  0.015
F  -0.877  -0.908  4.963  -0.002

Force components x, y, z for each atom (eV/Å):
C -1.82 -2.01 1.94
C 0.34 -0.36 -1.48
N -1.82 -1.08 0.46
C 0.94 1.26 -0.51
C 0.07 -0.17 -0.42
C 1.87 2.26 -0.80
C -0.08 -0.48 -1.16
P -0.99 -1.79 -2.01
Ru -0.75 0.24 0.72
P 2.43 1.42 0.70
C -0.21 0.41 -1.12
O 0.18 -0.87 -0.28
O 1.20 -0.38 1.60
H 0.06 0.31 0.12
H -0.34 -0.11 -0.31
H 0.07 -0.08 0.34
C -0.28 0.15 0.61
C -0.56 -0.28 -0.08
H 0.06 0.28 0.26
H 0.19 -0.10 0.15
H 0.28 0.42 -0.46
H 0.40 0.56 0.68
C 0.05 -0.17 0.06
C -0.08 0.36 0.22
H 0.72 0.56 0.87
H -0.21 -0.08 -0.41
H -0.70 -0.87 -1.16
H -0.52 0.43 0.14
H 0.00 0.48 0.84
H -0.21 -1.05 -0.20
H 0.15 0.01 0.18
H -0.43 0.35 0.11
H -0.16 -0.03 0.11
H 0.20 0.23 0.27
H -0.29 0.67 0.11
H 0.04 -0.24 -0.28
H 0.02 -0.50 -0.02
H 0.17 0.24 -0.35
H 0.22 0.20 0.31
H -0.52 -0.25 0.19
H 0.44 -0.29 0.02
H 0.07 0.54 -0.30
F -0.20 0.26 0.96
B -0.15 0.07 0.08
F -0.40 -0.16 -0.16
F 0.12 -0.53 0.04
F 0.42 0.16 -0.58

Which formula does entry 3 have? C11H25BBrFN3O7PS

Among the records above, which one has the highest total energy? C11H25BF4NO2P2Ru

Among the records above, which one has the highest total energy? C11H25BF4NO2P2Ru